(1)
Here is a molecular structure, C18H37ClN5O6PV at a distorted geometry from the OMol25 dataset. Energies are from the ωB97M-V functional and the def2-TZVPD basis.

The geometry in ORCA input format:
```
! wB97M-V def2-TZVPD RIJCOSX def2/J DEFGRID3
* xyz 2 2
V -0.7295 0.4525 -0.0642
C -0.8203 -0.6153 -3.1349
C 0.2079 -0.0268 -2.1909
C 0.2770 1.3691 -1.9478
C -0.5855 2.3676 -2.6839
C 1.4041 1.8900 -1.2498
C 1.4591 3.3665 -0.9686
C 2.5084 1.0834 -0.9810
C 3.7383 1.7158 -0.3908
C 2.4837 -0.2856 -1.3203
C 3.7504 -1.0759 -1.1251
C 1.3297 -0.8423 -1.8686
C 1.2400 -2.2899 -2.2733
H -0.3532 -0.7793 -4.1085
H -1.6744 0.0382 -3.2782
H -1.1963 -1.5747 -2.7814
H -1.1944 2.9644 -2.0052
H -1.2276 1.9034 -3.4249
H 0.0759 3.0500 -3.2167
H 1.8107 3.8983 -1.8548
H 2.1455 3.6008 -0.1608
H 0.4746 3.7518 -0.7123
H 4.5825 1.0413 -0.3494
H 3.5408 2.0516 0.6267
H 4.0363 2.5774 -0.9848
H 4.5264 -0.6782 -1.7789
H 3.6456 -2.1252 -1.3749
H 4.1028 -0.9931 -0.0973
H 0.3202 -2.7325 -1.8916
H 2.0782 -2.8858 -1.9317
H 1.2193 -2.3701 -3.3606
C -5.2411 -2.3708 -0.4280
N -4.3410 -1.2757 -0.6683
C -4.5985 -0.1587 -1.4039
C -3.4578 0.5902 -1.3970
N -2.5119 -0.0645 -0.6684
C -3.0768 -1.1847 -0.2432
H -6.2504 -1.9883 -0.2944
H -4.9484 -2.9161 0.4688
H -5.2375 -3.0579 -1.2769
H -5.5461 0.0172 -1.8689
H -3.2852 1.5551 -1.8361
H -2.5887 -1.9199 0.3722
N 0.8090 2.4940 3.0325
H 1.4269 3.1428 3.5190
H 1.1850 2.2220 2.1124
H -0.1365 2.9176 2.9167
O -1.6081 0.7658 1.8728
Cl -2.0934 2.0515 1.4360
O -1.8134 2.9797 2.4730
O -3.4385 1.9680 1.1116
O -1.3099 2.4305 0.2969
N 1.3980 -3.5110 1.1688
C 1.9559 -2.4032 1.9716
P 0.6428 -1.0217 1.8624
O 1.2378 0.2926 1.4977
O -0.2589 -1.6428 0.8004
C -0.1299 -0.9740 3.5572
N 0.4897 0.1164 4.3091
H 1.1119 -4.3111 1.7356
H 2.0207 -3.8371 0.4256
H 0.5302 -3.0071 0.7407
H 2.8582 -2.0151 1.5044
H 2.1867 -2.7260 2.9849
H -0.0380 -1.9430 4.0617
H -1.1896 -0.7551 3.4264
H -0.0363 0.2860 5.1642
H 0.6751 1.5547 3.5651
H 1.4320 -0.1473 4.5826
*
```

Calculated values
<S²>: 0.76
Maximum force (hartree/bohr): 0.0671
HOMO-LUMO gap (alpha / beta) (Eh): 0.280 / 0.260

Atom charges from the Mulliken analysis, given in e for atoms 1 to 8:
1 V 0.8221
2 C -2.3202
3 C 1.1506
4 C -0.1441
5 C -2.0923
6 C 2.5515
7 C -2.4927
8 C 1.0839

(2)
Here is a molecular structure, C18H37FeOP3S at a distorted geometry from the OMol25 dataset. Energies are from the ωB97M-V functional and the def2-TZVPD basis.

The geometry in ORCA input format:
```
! wB97M-V def2-TZVPD RIJCOSX def2/J DEFGRID3
* xyz 3 6
Fe -0.3861 -0.3111 -0.3219
P -2.1988 0.7527 0.0348
P -0.7196 -1.8551 1.3798
P -0.8357 -1.6648 -1.8425
H 2.2011 1.1005 -1.8592
C 1.2241 1.2779 -2.3753
C 0.4722 2.3604 -1.9900
H 0.8193 3.2646 -2.6283
C -2.0919 1.7487 1.5804
C -3.7728 -0.1384 0.3702
C -2.7505 1.9885 -1.1890
C 0.9446 -2.5354 1.7638
C -1.2694 -1.4529 3.0918
C -1.8714 -3.2998 1.2064
C -0.1350 -1.2455 -3.4738
C -2.5278 -2.2722 -2.3367
C 0.0242 -3.2699 -1.5768
H 1.1390 1.1748 -3.4904
H -0.6443 2.1766 -1.8063
H -1.0721 2.1516 1.7033
H -2.3255 1.1118 2.4478
H -2.8170 2.5702 1.4837
H -3.7835 -0.5330 1.3968
H -3.9327 -0.9564 -0.3459
H -4.5722 0.6127 0.2490
H -1.9761 2.7512 -1.3410
H -3.6561 2.4404 -0.7611
H -2.9878 1.4960 -2.1440
H 0.8611 -3.1534 2.6684
H 1.6416 -1.7048 1.9713
H 1.3181 -3.1554 0.9419
H -0.9947 -2.3086 3.7227
H -2.3590 -1.3617 3.1396
H -0.7867 -0.5511 3.4873
H -1.6605 -4.0002 2.0277
H -1.7819 -3.8477 0.2621
H -2.9090 -2.9514 1.3061
H -0.2645 -2.0717 -4.1867
H 0.9418 -1.0544 -3.3681
H -0.5917 -0.3087 -3.8383
H -2.4913 -2.7837 -3.3116
H -3.2361 -1.4386 -2.4360
H -2.9835 -2.9746 -1.6212
H 0.0843 -3.8263 -2.5189
H -0.4356 -3.9414 -0.8363
H 1.0373 -3.0758 -1.2248
C 3.1052 2.8603 0.5922
C 3.7337 1.5918 0.3738
C 5.0270 1.3941 0.8953
C 5.6828 2.4858 1.5357
C 5.0199 3.6867 1.8299
C 3.7069 3.8943 1.3220
S 1.2827 3.2492 0.0802
H 1.1691 1.9284 0.0955
H 3.2686 0.7820 -0.2003
H 5.4850 0.4011 0.7041
H 6.7296 2.3470 1.8242
H 5.5175 4.4902 2.3388
H 3.1638 4.8236 1.4326
O 0.8236 0.6216 2.4274
C 0.3961 0.5093 1.3379
*
```

Calculated values
Energy relative to the best compared isomer or geometry (same formula, charge and spin) (kcal per mole): 67.63
<S²>: 8.84
Maximum force (hartree/bohr): 0.0891
HOMO-LUMO gap (alpha / beta) (Eh): 0.155 / 0.121

Atom charges from the Mulliken analysis, given in e for atoms 1 to 8:
1 Fe -0.1293
2 P 1.3341
3 P 0.8939
4 P 1.2690
5 H 0.0559
6 C -0.7661
7 C 0.2540
8 H 0.5190

(3)
Here is a molecular structure, C18H37OP3SW at a distorted geometry from the OMol25 dataset. Energies are from the ωB97M-V functional and the def2-TZVPD basis.

The geometry in ORCA input format:
```
! wB97M-V def2-TZVPD RIJCOSX def2/J DEFGRID3
* xyz 4 3
W -0.1215 0.5303 0.2938
P -0.9894 0.5904 2.4387
P 0.9323 2.6771 0.2699
P 1.9273 -0.5506 0.8493
H -1.6589 -3.6289 -3.0167
C -1.2134 -4.3801 -2.3415
C -1.6185 -4.5868 -1.0928
H -2.0495 -3.8013 -0.4296
C -2.6430 1.3287 2.5743
C 0.0241 1.6045 3.5854
C -1.1014 -1.0503 3.2653
C 1.3727 2.9423 -1.5011
C 0.1332 4.2543 0.7465
C 2.4908 3.0150 1.1807
C 1.8356 -2.3754 0.6994
C 2.5684 -0.3680 2.5784
C 3.2772 -0.0482 -0.1889
H -0.4278 -5.0202 -2.7755
H -1.5292 -5.5872 -0.6798
H -3.3716 0.6468 2.1456
H -2.6768 2.2719 2.0361
H -2.9318 1.5313 3.6014
H 0.0425 2.6484 3.2674
H 1.0466 1.2349 3.6617
H -0.3937 1.5700 4.5951
H -1.7260 -1.7200 2.6744
H -1.5504 -0.9523 4.2546
H -0.1224 -1.5103 3.3963
H 1.9690 3.8660 -1.6122
H 0.4469 3.0419 -2.0917
H 1.9461 2.0862 -1.8928
H 0.8631 5.0755 0.6955
H -0.2404 4.2185 1.7740
H -0.7071 4.4987 0.0940
H 2.8489 4.0217 0.9382
H 3.3142 2.3399 0.9647
H 2.3360 2.9826 2.2618
H 2.8791 -2.7468 0.6701
H 1.3018 -2.6795 -0.2143
H 1.3050 -2.8225 1.5581
H 3.4195 -1.0528 2.6935
H 1.8209 -0.6111 3.3449
H 2.9199 0.6552 2.7466
H 4.1596 -0.6429 0.0351
H 3.5395 0.9948 -0.0779
H 3.0213 -0.1851 -1.2351
C -1.6986 -1.2953 -2.4410
C -0.5522 -1.4178 -3.2254
C -0.6248 -1.4858 -4.6315
C -1.8246 -1.2979 -5.3103
C -2.9467 -0.9828 -4.5360
C -2.9162 -1.2008 -3.1497
S -1.6080 -1.3173 -0.6405
H -0.8064 -2.2685 -0.1117
H 0.3768 -1.6639 -2.7034
H 0.2525 -1.7125 -5.2335
H -1.9312 -1.3666 -6.4075
H -3.8893 -0.6501 -4.9765
H -3.8147 -1.3533 -2.5748
O -2.8645 2.0878 -0.5193
C -1.8204 1.6183 -0.2798
*
```

Calculated values
Energy relative to the best compared isomer or geometry (same formula, charge and spin) (kcal per mole): 41.81
<S²>: 2.05
Maximum force (hartree/bohr): 0.1435
HOMO-LUMO gap (alpha / beta) (Eh): 0.120 / 0.104

Atom charges from the Mulliken analysis, given in e for atoms 1 to 8:
1 W 0.5753
2 P 0.8144
3 P 0.6579
4 P 1.1695
5 H 0.3100
6 C -0.3146
7 C -0.5413
8 H 0.2670